[1]
Entry from the OMol25 dataset: 5 unconnected molecules or ions with the total composition C24H60FN2O5PS (wB97M-V/def2-TZVPD).

Geometry as XYZ:
```
94
Properties=species:S:1:pos:R:3:forces:R:3:lowdin_charge:R:1
N -0.222 1.678 -6.767 -1.0 -0.4 -0.5 0.013
N 1.172 1.562 -7.014 1.2 0.5 2.1 -0.301
P 1.849 3.148 -6.633 -0.2 1.3 -0.3 0.337
O 1.011 3.936 -5.785 -1.2 0.6 1.3 -0.213
O 3.284 3.002 -6.000 0.5 -0.8 -1.0 -0.094
O 2.014 3.847 -8.051 0.5 -1.5 -0.5 -0.087
S 1.879 0.308 -6.153 0.3 -2.0 -2.3 0.517
O 1.288 -0.870 -6.611 -2.2 -1.4 -0.2 -0.226
O 3.274 0.272 -6.280 1.7 1.7 0.5 -0.227
F 1.464 0.445 -4.680 -0.1 1.0 0.5 -0.101
H -0.490 1.271 -5.876 0.2 0.4 0.2 0.089
H -0.752 1.172 -7.471 0.4 -0.1 -0.2 0.104
H 3.925 2.647 -6.648 0.0 0.0 0.7 0.101
H 2.362 3.176 -8.671 -0.2 0.6 -0.2 0.094
C 4.216 0.427 -2.313 0.1 0.1 0.1 -0.111
C 4.528 -0.210 -0.962 0.0 -0.1 -0.1 -0.267
C 3.522 -1.285 -0.555 0.0 0.0 0.1 -0.226
C 2.086 -0.790 -0.373 0.0 0.0 -0.1 -0.224
C 1.914 0.331 0.652 0.0 -0.1 0.1 -0.258
C 2.312 -0.080 2.066 0.0 0.1 0.0 -0.100
H 3.253 0.941 -2.304 0.0 0.0 0.0 0.062
H 4.979 1.161 -2.575 0.0 0.0 -0.1 0.072
H 4.194 -0.328 -3.103 0.0 0.0 0.0 0.073
H 4.589 0.567 -0.195 0.0 0.0 0.0 0.099
H 5.520 -0.667 -1.012 0.0 0.0 0.0 0.104
H 3.865 -1.757 0.370 0.0 0.0 0.0 0.099
H 3.521 -2.076 -1.312 0.0 0.0 0.0 0.110
H 1.463 -1.640 -0.077 0.0 0.0 0.0 0.096
H 1.692 -0.451 -1.335 0.0 0.0 0.0 0.097
H 0.864 0.635 0.656 0.0 0.0 0.0 0.106
H 2.486 1.213 0.352 0.0 0.0 0.0 0.100
H 1.720 -0.934 2.404 0.0 0.0 0.0 0.057
H 2.138 0.743 2.763 0.0 0.0 0.0 0.056
H 3.367 -0.348 2.129 0.0 0.0 0.0 0.072
C 1.750 -5.449 1.931 -0.1 0.0 -0.1 -0.107
C 0.775 -4.311 2.218 0.2 0.0 0.0 -0.261
C 0.975 -3.673 3.591 -0.1 0.1 0.0 -0.239
C 0.753 -4.608 4.781 0.1 -0.1 0.0 -0.222
C -0.627 -5.259 4.840 0.0 0.1 0.1 -0.263
C -1.764 -4.252 4.984 0.0 -0.1 -0.1 -0.105
H 1.627 -6.274 2.634 0.0 0.0 0.0 0.065
H 1.589 -5.846 0.928 0.0 0.0 0.0 0.069
H 2.783 -5.100 1.990 0.0 0.0 0.0 0.075
H -0.252 -4.671 2.111 0.0 0.0 0.0 0.101
H 0.908 -3.537 1.457 0.0 0.0 0.0 0.087
H 0.308 -2.810 3.678 0.0 0.0 0.0 0.088
H 1.993 -3.273 3.652 0.0 0.0 0.0 0.109
H 0.918 -4.039 5.702 0.0 0.0 0.0 0.102
H 1.515 -5.393 4.775 0.0 0.0 0.0 0.102
H -0.651 -5.941 5.694 0.0 0.0 0.0 0.105
H -0.794 -5.876 3.952 0.0 0.0 0.0 0.098
H -1.639 -3.654 5.889 0.0 0.0 0.0 0.055
H -2.724 -4.767 5.054 0.0 0.0 0.0 0.071
H -1.816 -3.575 4.130 0.0 0.0 0.0 0.066
C -6.070 2.046 -4.177 0.0 0.1 0.1 -0.113
C -6.016 3.300 -5.045 -0.1 -0.1 0.0 -0.270
C -5.229 3.107 -6.340 0.0 0.1 0.0 -0.230
C -3.750 2.767 -6.150 0.0 -0.1 0.1 -0.240
C -2.944 3.782 -5.339 0.1 0.0 -0.1 -0.268
C -2.884 5.161 -5.988 0.0 0.0 0.1 -0.104
H -5.077 1.739 -3.847 0.0 0.0 0.0 0.064
H -6.671 2.225 -3.284 0.0 0.0 0.0 0.068
H -6.522 1.214 -4.721 0.0 0.0 0.0 0.074
H -5.601 4.129 -4.467 0.0 0.0 0.0 0.099
H -7.038 3.589 -5.304 0.0 0.0 0.0 0.103
H -5.318 4.013 -6.945 0.0 0.0 0.0 0.101
H -5.696 2.309 -6.925 0.0 0.0 0.0 0.108
H -3.291 2.659 -7.140 0.0 0.0 0.0 0.102
H -3.662 1.785 -5.671 0.0 0.0 0.0 0.097
H -1.924 3.407 -5.228 0.0 0.0 0.0 0.081
H -3.350 3.870 -4.328 0.0 0.0 0.0 0.100
H -2.439 5.102 -6.983 0.0 0.0 0.0 0.076
H -2.273 5.836 -5.389 0.0 0.0 0.0 0.072
H -3.875 5.608 -6.080 0.0 0.0 0.0 0.064
C -1.545 -1.102 8.046 0.0 0.1 0.1 -0.106
C -1.532 0.101 7.107 -0.1 -0.1 0.0 -0.263
C -0.779 -0.154 5.803 0.0 0.1 0.0 -0.222
C 0.709 -0.465 5.966 0.0 -0.1 0.0 -0.228
C 1.519 0.606 6.696 0.0 0.0 -0.1 -0.262
C 1.537 1.949 5.973 0.0 0.0 0.1 -0.105
H -0.538 -1.377 8.363 0.0 0.0 0.0 0.067
H -2.122 -0.879 8.945 0.0 0.0 0.0 0.069
H -2.001 -1.968 7.562 0.0 0.0 0.0 0.059
H -1.113 0.968 7.626 0.0 0.0 0.0 0.098
H -2.565 0.363 6.863 0.0 0.0 0.0 0.105
H -0.899 0.717 5.151 0.0 0.0 0.0 0.103
H -1.251 -0.990 5.276 0.0 0.0 0.0 0.098
H 1.140 -0.621 4.972 0.0 0.0 0.0 0.091
H 0.827 -1.416 6.495 0.0 0.0 0.0 0.096
H 2.548 0.250 6.798 0.0 0.0 0.0 0.105
H 1.140 0.742 7.712 0.0 0.0 0.0 0.098
H 1.954 1.844 4.969 0.0 0.0 0.0 0.059
H 2.153 2.667 6.516 0.0 0.0 0.0 0.070
H 0.537 2.375 5.885 0.0 0.0 0.0 0.067
```
Forces are in eV/Å.

Calculated values
HOMO-LUMO gap: 10.764 eV
charge: 0
HOMO level: -10.84 eV
structure (SMILES): NN(P(=O)(O)O)S(=O)(=O)F.CCCCCC.CCCCCC.CCCCCC.CCCCCC
spin multiplicity: 1

[2]
Entry from the OMol25 dataset: 6 unconnected molecules or ions with the total composition C24H61B3O16S (wB97M-V/def2-TZVPD).

Geometry as XYZ:
```
105
Properties=species:S:1:pos:R:3:forces:R:3:lowdin_charge:R:1
C 1.616 -2.971 0.859 0.5 0.2 0.0 -0.129
C 2.615 -2.036 -0.100 -0.8 -0.4 0.8 -0.223
C 1.746 -0.672 -0.446 1.4 0.7 0.4 -0.167
C 2.616 0.427 -1.359 -0.3 -0.1 3.4 -0.156
O 3.107 -0.095 -2.619 -2.3 1.5 -0.8 -0.067
C 2.476 0.414 -3.818 1.6 0.1 -2.2 -0.260
B 3.703 0.138 -4.934 0.9 0.1 -1.5 -0.361
O 3.835 -1.211 -5.518 1.0 1.8 2.3 0.070
O 4.580 1.258 -5.329 -0.8 -3.8 1.7 -0.042
C 5.962 0.743 -5.105 0.8 0.5 0.1 -0.069
O 2.382 1.911 -3.913 -2.9 -0.4 1.2 -0.170
S 0.753 2.495 -3.726 -1.2 4.8 0.5 0.926
O 0.373 3.497 -4.843 1.8 -4.9 3.1 -0.287
O 0.442 3.266 -2.398 1.5 -4.4 -4.0 -0.331
O 0.082 0.891 -3.796 1.0 1.6 0.7 -0.222
C 1.061 -0.065 -4.415 -1.0 1.1 -2.5 -0.275
C 0.494 -1.572 -4.436 -1.6 -0.5 0.3 0.002
B 1.087 -2.666 -3.388 1.0 -1.3 1.9 -0.418
O 0.275 -3.197 -2.245 0.6 2.7 -3.2 0.031
O 2.499 -3.153 -3.560 -3.5 -0.5 -0.7 0.021
C 0.873 0.361 -6.023 1.3 -0.1 -1.2 -0.021
B -0.720 0.477 -6.476 -2.4 -0.2 -0.4 -0.379
O -1.546 1.708 -6.378 1.4 -3.0 1.1 0.043
O -1.418 -0.709 -7.087 1.2 1.4 2.7 0.026
H 2.255 -3.466 1.725 -1.6 1.1 -2.0 0.057
H 0.845 -2.209 1.358 1.5 -2.0 -1.0 0.086
H 1.064 -3.810 0.231 1.1 1.9 1.3 0.067
H 3.580 -1.811 0.561 -2.1 0.0 -1.5 0.118
H 2.983 -2.618 -1.046 -0.9 1.2 1.7 0.096
H 1.589 -0.127 0.603 0.2 -1.1 -2.3 0.128
H 0.678 -0.879 -0.878 2.1 0.2 0.6 0.107
H 3.573 0.661 -0.684 -2.0 -0.5 -1.7 0.152
H 2.000 1.414 -1.384 1.1 -1.7 -0.6 0.117
H 4.381 -1.815 -4.928 -1.2 1.0 -1.0 0.126
H 6.394 0.330 -6.115 -0.8 0.7 2.1 0.116
H 6.594 1.676 -4.732 -1.3 -2.1 -0.8 0.123
H 5.955 -0.082 -4.247 0.3 1.7 -1.9 0.115
H -0.682 -1.518 -4.235 2.4 0.2 -0.4 0.149
H 0.581 -2.058 -5.523 0.1 1.4 2.3 0.153
H -0.565 -2.626 -2.202 1.8 -1.4 0.0 0.122
H 2.545 -3.709 -4.398 0.0 1.2 1.4 0.121
H 1.374 -0.442 -6.751 -0.9 1.6 1.8 0.146
H 1.360 1.385 -6.296 -0.7 -1.7 0.8 0.137
H -2.232 1.575 -5.660 1.0 0.2 -1.5 0.121
H -1.446 -1.471 -6.437 0.4 1.2 -1.3 0.087
C -0.569 -7.338 -3.690 -0.1 -0.2 -0.3 -0.065
C 0.305 -7.798 -2.535 -0.2 0.7 0.0 -0.499
C -0.200 -7.258 -1.207 0.0 -0.1 0.3 -0.062
O 1.642 -7.352 -2.748 0.2 0.0 -0.1 -0.058
H -0.569 -6.245 -3.770 0.0 0.0 0.2 0.072
H -0.186 -7.724 -4.640 -0.1 0.0 0.2 0.080
H -1.602 -7.679 -3.563 0.1 0.1 0.0 0.081
H 0.326 -8.893 -2.503 0.2 0.2 -0.1 0.139
H -0.187 -6.162 -1.199 -0.1 -0.1 -0.1 0.070
H 0.446 -7.588 -0.386 -0.1 0.0 -0.1 0.082
H -1.221 -7.597 -1.006 0.1 0.1 0.0 0.080
H 1.633 -6.381 -2.778 0.0 -0.4 0.1 0.083
C -3.398 4.846 -2.319 -0.1 0.0 -0.3 -0.059
C -4.008 4.518 -0.966 0.7 0.0 -0.1 -0.500
C -3.260 5.210 0.162 -0.1 0.1 0.3 -0.069
O -3.972 3.108 -0.760 -0.1 -0.3 0.1 -0.061
H -2.357 4.507 -2.372 0.0 0.1 0.1 0.073
H -3.939 4.331 -3.120 0.0 0.1 0.1 0.080
H -3.425 5.922 -2.514 0.0 -0.1 0.0 0.082
H -5.060 4.824 -0.952 0.1 -0.3 0.0 0.139
H -2.214 4.885 0.197 -0.1 0.1 -0.2 0.085
H -3.703 4.956 1.131 0.0 0.1 -0.1 0.075
H -3.283 6.298 0.042 0.0 -0.1 0.0 0.074
H -3.042 2.827 -0.771 -0.4 0.2 0.0 0.090
C 4.447 -2.925 5.323 0.3 0.2 -0.1 -0.067
C 3.029 -2.482 5.001 0.1 -0.6 0.5 -0.492
C 2.092 -2.730 6.173 -0.3 0.2 0.1 -0.065
O 2.558 -3.197 3.861 0.0 -0.1 -0.1 -0.088
H 4.483 -3.999 5.538 -0.1 0.1 0.1 0.081
H 5.107 -2.753 4.466 -0.1 0.1 0.1 0.079
H 4.844 -2.382 6.186 0.0 -0.1 -0.1 0.081
H 3.025 -1.417 4.745 -0.1 -0.2 -0.2 0.142
H 2.044 -3.797 6.418 0.2 0.0 0.0 0.082
H 1.072 -2.417 5.923 0.2 0.1 0.1 0.069
H 2.418 -2.181 7.062 -0.1 -0.1 -0.1 0.083
H 2.558 -4.143 4.079 0.0 0.4 0.0 0.097
C -2.351 -0.386 6.345 -0.1 -0.2 -0.3 -0.066
C -1.477 -0.847 7.500 -0.2 0.7 0.0 -0.506
C -1.982 -0.307 8.828 0.0 -0.2 0.3 -0.068
O -0.140 -0.401 7.287 0.3 0.0 0.0 -0.071
H -2.351 0.707 6.265 0.0 -0.1 0.1 0.082
H -1.968 -0.772 5.394 -0.1 0.0 0.2 0.080
H -3.384 -0.727 6.471 0.1 0.1 0.0 0.081
H -1.456 -1.942 7.532 0.2 0.2 0.0 0.139
H -1.969 0.789 8.836 -0.1 -0.1 -0.1 0.081
H -1.336 -0.636 9.649 -0.1 0.0 -0.1 0.080
H -3.003 -0.645 9.029 0.1 0.1 0.0 0.081
H -0.149 0.570 7.257 -0.1 -0.4 0.0 0.094
C -3.370 7.635 3.416 0.3 -0.2 0.0 -0.065
C -4.845 7.269 3.471 0.2 0.7 -0.1 -0.508
C -5.650 8.061 2.453 -0.3 -0.1 -0.2 -0.064
O -5.348 7.532 4.778 -0.1 0.0 0.2 -0.061
H -3.220 8.696 3.646 -0.1 0.0 -0.1 0.082
H -2.805 7.067 4.162 -0.1 0.0 -0.1 0.082
H -2.949 7.429 2.427 0.0 0.1 0.1 0.066
H -4.965 6.197 3.283 -0.1 0.1 0.2 0.134
H -5.581 9.136 2.649 0.1 -0.1 0.0 0.081
H -6.711 7.796 2.512 0.2 0.0 0.0 0.082
H -5.297 7.868 1.435 0.0 0.1 0.1 0.072
H -5.245 8.482 4.954 0.0 -0.4 -0.1 0.092
```
Forces are in eV/Å.

Calculated values
HOMO-LUMO gap: 9.735 eV
charge: 0
HOMO level: -10.11 eV
structure (SMILES): CCCCO[C@]1(B(O)OC)OS(=O)(=O)OC1(CB(O)O)CB(O)O.CC(C)O.CC(C)O.CC(C)O.CC(C)O.CC(C)O
spin multiplicity: 1